(1)
Computed, not measured: C50H55AsN11O3Sr as an isolated structure in a non-equilibrium geometry, with ωB97M-V with the def2-TZVPD basis set.

Results
**Net charge**: +1
**ΔE to the lowest compared entry with this formula, charge and spin**: 32.1 kcal per mole
**HOMO energy**: -10.1 eV
**Frontier orbital gap**: 7.212 eV
**LUMO**: -2.89 eV

```
121
Properties=species:S:1:pos:R:3:forces:R:3
Sr 0.2753 0.4805 -0.5592 -0.07 -0.26 -1.62
C -3.6291 -6.2459 -1.3190 -0.01 0.00 0.00
C -3.1428 -4.8436 -1.0840 0.01 0.01 0.00
C -3.7305 -3.9932 -0.1990 0.00 0.01 0.01
C -3.2795 -2.6524 -0.0097 0.00 -0.04 -0.01
C -4.0712 -1.8729 0.8464 0.01 0.02 0.02
N -4.2248 -0.5711 0.9319 0.00 -0.02 -0.03
C -3.8467 0.4482 -0.0427 0.05 0.02 -0.01
C -3.6646 1.7910 0.6437 0.00 0.00 0.00
C -3.2577 2.8875 -0.3298 0.00 0.03 0.04
N -4.2530 3.0562 -1.3832 0.03 -0.03 -0.03
C -4.1109 3.0218 -2.6947 0.00 -0.01 0.08
C -3.0587 2.7002 -3.5536 0.01 -0.03 -0.09
C -3.2898 3.1625 -4.8940 -0.03 0.01 0.04
C -2.3567 3.1193 -5.8764 0.02 -0.02 -0.01
C -2.6022 3.6269 -7.2689 0.01 0.00 0.00
C -1.0968 2.5843 -5.5157 -0.03 0.02 0.02
C -0.8106 2.0524 -4.2872 0.01 0.02 0.07
C 0.5529 1.5538 -4.1137 -0.12 -0.13 -0.04
N 1.0568 0.9895 -3.0969 0.38 0.16 0.20
C 2.4681 0.6120 -3.2268 -0.01 -0.01 -0.03
C 2.7253 -0.8280 -2.7828 -0.02 -0.02 0.00
C 1.6481 -1.8165 -3.1957 0.00 0.00 0.03
N 0.5157 -1.8069 -2.2467 -0.03 0.04 -0.04
C -0.2859 -2.7804 -2.3912 0.05 -0.05 0.08
C -1.4757 -3.1046 -1.5991 -0.02 0.03 -0.04
C -2.0282 -4.3450 -1.7986 -0.01 0.00 -0.01
C -2.0503 -2.2091 -0.6242 0.08 -0.09 0.09
O -1.4766 -1.1483 -0.2731 -0.17 0.07 0.05
C -1.8275 1.9797 -3.2461 0.12 -0.05 -0.15
O -1.6548 1.2992 -2.2121 -0.03 0.22 0.28
H -4.5167 -6.4578 -0.7247 0.00 0.00 0.00
H -2.8642 -6.9771 -1.0527 0.00 0.00 0.00
H -3.8821 -6.4047 -2.3684 0.00 0.00 0.00
H -4.6020 -4.3216 0.3589 0.00 0.00 0.00
H -4.7084 -2.4225 1.5350 0.00 0.00 0.00
H -4.8498 -0.2565 1.6602 0.00 0.00 0.00
H -4.6353 0.4934 -0.7994 -0.02 0.00 0.01
H -2.9301 0.1498 -0.5381 -0.04 0.00 0.00
H -2.8760 1.7079 1.3915 -0.01 0.03 0.00
H -4.5809 2.0802 1.1745 -0.01 0.00 -0.01
H -2.2954 2.6714 -0.7762 -0.04 0.00 0.01
H -3.1741 3.8367 0.2023 0.01 0.00 0.00
H -5.1592 3.3672 -1.0662 -0.01 -0.02 0.00
H -5.0083 3.3669 -3.2001 0.00 0.01 0.00
H -4.2591 3.5999 -5.1115 0.00 0.01 0.00
H -3.6080 4.0327 -7.3660 0.00 0.00 0.00
H -2.4905 2.8291 -8.0052 0.00 0.00 0.00
H -1.8955 4.4158 -7.5318 0.00 0.00 0.00
H -0.3078 2.5855 -6.2629 0.00 0.00 0.00
H 1.1803 1.7056 -5.0016 -0.01 -0.03 -0.01
H 3.0585 1.2804 -2.5958 0.00 -0.01 0.00
H 2.7978 0.7484 -4.2640 0.01 -0.01 0.00
H 2.8340 -0.8696 -1.6989 0.01 0.01 0.02
H 3.6870 -1.1351 -3.1989 -0.01 -0.01 -0.01
H 2.0724 -2.8251 -3.2291 0.00 0.00 -0.02
H 1.2740 -1.5927 -4.2003 0.00 0.03 0.01
H -0.0897 -3.5238 -3.1765 0.02 -0.02 0.02
H -1.5607 -4.9962 -2.5322 0.00 0.00 0.00
C 3.1011 -3.0805 2.1636 0.02 -0.02 -0.03
N 2.8219 -2.8510 0.7311 -0.06 -0.03 0.14
C 2.0423 -3.9906 0.2339 0.00 0.02 -0.03
N 2.7182 -5.2716 0.4300 0.00 0.00 -0.01
C 2.9851 -5.4305 1.8646 0.00 0.00 0.00
N 3.8000 -4.3416 2.4009 0.01 0.00 0.00
C 5.0639 -4.3033 1.6604 0.00 0.00 0.00
N 4.8488 -4.1099 0.2231 0.00 0.00 0.00
C 4.1178 -2.8576 0.0327 -0.02 0.03 -0.03
C 4.0107 -5.2069 -0.2632 0.00 0.00 0.00
H 2.1617 -3.0931 2.7189 0.00 0.00 0.00
H 3.7123 -2.2588 2.5354 0.01 0.03 0.02
H 1.8595 -3.8499 -0.8342 -0.01 0.01 0.00
H 1.0758 -4.0148 0.7465 0.00 -0.02 0.01
H 3.5033 -6.3776 2.0249 0.00 0.00 0.00
H 2.0332 -5.4601 2.4006 0.00 0.00 0.00
H 5.5983 -5.2420 1.8167 0.00 0.00 0.00
H 5.6741 -3.4834 2.0427 0.00 0.00 0.00
H 3.9432 -2.7185 -1.0363 0.00 0.01 0.00
H 4.7191 -2.0248 0.4024 0.00 0.00 0.01
H 4.5384 -6.1509 -0.1163 0.00 0.00 0.00
H 3.8315 -5.0706 -1.3326 0.00 0.00 0.00
O -0.1280 2.7390 0.3596 -0.05 -0.18 0.29
As 0.3651 2.5781 1.9528 0.02 -0.10 0.19
C -0.5963 3.7422 3.1371 -0.01 0.04 -0.10
C -0.4860 3.6148 4.5195 -0.01 0.01 0.00
C -1.1013 4.5487 5.3369 -0.02 0.01 0.01
C -1.8168 5.6018 4.7776 0.01 -0.01 0.01
C -1.9169 5.7278 3.4004 0.00 -0.01 -0.01
C -1.3000 4.7970 2.5736 -0.01 0.01 -0.01
C -0.2180 0.7614 2.4951 0.07 0.10 0.35
C 0.3382 -0.4905 2.2009 0.11 -0.02 0.13
C -0.2996 -1.6516 2.6162 -0.03 -0.02 -0.07
C -1.4735 -1.6114 3.3469 0.01 0.06 0.01
C -2.0319 -0.3803 3.6490 0.03 -0.04 -0.03
C -1.4147 0.7843 3.2196 -0.01 -0.03 0.03
C 2.1673 3.2178 2.0925 0.01 -0.05 0.06
C 2.7622 3.6544 0.9158 0.00 0.03 -0.02
C 4.0082 4.2597 0.9710 0.01 0.00 0.01
C 4.6447 4.4276 2.1921 -0.01 -0.01 0.01
C 4.0361 4.0028 3.3656 0.01 0.00 0.00
C 2.7891 3.4026 3.3224 -0.02 -0.01 0.02
H 0.0622 2.7872 4.9568 0.00 0.01 0.01
H -1.0213 4.4578 6.4120 0.00 0.00 0.00
H -2.2917 6.3298 5.4219 0.00 0.00 0.00
H -2.4634 6.5562 2.9693 0.00 0.00 0.00
H -1.3461 4.8945 1.4948 0.01 0.00 0.00
H 1.2711 -0.6596 1.6647 0.03 0.35 0.12
H 0.1452 -2.6039 2.3630 -0.01 0.00 -0.02
H -1.9355 -2.5294 3.6867 -0.01 0.00 0.00
H -2.9386 -0.3132 4.2378 0.00 -0.01 0.00
H -1.8767 1.7251 3.4829 0.03 0.01 0.00
H 2.2547 3.5195 -0.0294 0.00 -0.01 0.00
H 4.4823 4.5956 0.0585 0.00 0.00 0.00
H 5.6209 4.8929 2.2311 0.00 0.00 0.00
H 4.5349 4.1309 4.3167 0.00 0.00 0.00
H 2.3330 3.0523 4.2374 0.00 0.00 0.00
N 2.8214 0.6673 0.0644 -0.26 0.09 -0.02
C 3.3584 0.5392 1.0969 -0.01 -0.19 0.13
N 3.9827 0.3591 2.2112 -0.02 0.01 -0.07
C 3.2519 0.3944 3.3144 0.06 0.05 0.00
N 2.6388 0.4307 4.2987 0.01 -0.06 0.00
```
Positions in Å, forces in eV/Å.

Results of the Mulliken charge analysis, in e, for atoms 1 through 5:
1 Sr 1.432
2 C -1.714
3 C -0.049
4 C -0.847
5 C 0.490

(2)
Computed, not measured: C50H55N2O3P2TeTl as an isolated structure, with ωB97M-V with the def2-TZVPD basis set.

Results
**Net charge**: +2
**ΔE to the lowest compared entry with this formula, charge and spin**: 30.3 kcal per mole
**HOMO energy**: -11.6 eV
**Frontier orbital gap**: 3.656 eV
**LUMO**: -7.94 eV

```
114
Properties=species:S:1:pos:R:3:forces:R:3
Tl -0.5416 0.0782 -0.7075 -0.02 0.07 0.30
C 3.6655 -0.5845 0.2840 0.00 -0.09 0.08
P 2.6970 0.9413 1.0292 -0.12 -0.07 -0.02
C 3.1881 0.8305 2.7790 0.12 0.01 -0.04
C 3.3145 -0.3765 3.4624 -0.08 0.03 0.01
C 3.5891 -0.3989 4.8214 -0.02 -0.01 -0.02
C 3.7357 0.7932 5.5152 0.00 0.01 0.01
C 3.5926 2.0021 4.8494 -0.02 0.00 0.03
C 3.3212 2.0245 3.4912 0.02 0.00 -0.01
C 3.7974 2.2419 0.4113 0.01 -0.03 0.05
C 5.1460 2.3311 0.7641 0.01 0.01 0.00
C 5.9327 3.3414 0.2422 0.00 0.00 -0.01
C 5.3783 4.2770 -0.6264 0.00 0.00 0.01
C 4.0382 4.2028 -0.9700 -0.01 0.01 0.00
C 3.2478 3.1840 -0.4533 0.06 0.03 -0.02
C 2.9213 -1.8076 0.3807 -0.18 -0.12 0.01
C 3.3496 -3.0385 1.1490 -0.04 -0.01 -0.04
C 2.4152 -3.9526 0.9199 -0.01 0.09 0.02
C 1.4120 -3.2862 0.0262 0.03 0.10 0.13
C 0.2099 -3.8786 -0.4513 0.12 -0.07 -0.18
P -1.2293 -3.2053 0.7263 0.07 0.15 0.10
C -2.6281 -3.3237 -0.4359 0.00 0.01 -0.06
C -2.5475 -2.8852 -1.7574 0.04 -0.03 0.04
C -3.6870 -2.7957 -2.5415 -0.04 0.00 0.04
C -4.9251 -3.1285 -2.0105 0.01 0.00 -0.03
C -5.0180 -3.5473 -0.6915 0.00 -0.02 0.01
C -3.8790 -3.6464 0.0936 -0.01 0.02 0.01
C -1.4022 -4.6617 1.7860 -0.02 -0.03 0.04
C -1.8694 -5.8991 1.3343 0.05 -0.01 0.00
C -1.9485 -6.9696 2.2068 0.00 0.01 0.01
C -1.5587 -6.8167 3.5341 0.01 0.00 0.00
C -1.0921 -5.5940 3.9904 0.00 -0.01 0.01
C -1.0159 -4.5165 3.1180 -0.03 -0.01 -0.01
N 1.7522 -2.0102 -0.2333 0.29 -0.09 -0.11
H 4.6546 -0.6418 0.7331 -0.01 -0.02 -0.03
H 3.7105 -0.2582 -0.7577 -0.06 0.04 -0.01
H 3.1822 -1.3189 2.9466 0.03 -0.06 -0.05
H 3.6927 -1.3444 5.3367 0.01 -0.01 0.00
H 3.9642 0.7801 6.5719 -0.01 0.00 0.02
H 3.6931 2.9336 5.3898 0.01 0.01 0.00
H 3.2107 2.9749 2.9849 0.01 0.00 0.01
H 5.5781 1.6233 1.4623 -0.01 -0.01 0.00
H 6.9766 3.4087 0.5160 0.01 0.00 0.00
H 5.9957 5.0701 -1.0260 0.01 0.00 -0.01
H 3.6044 4.9385 -1.6338 0.00 0.01 -0.01
H 2.1980 3.1289 -0.7074 -0.14 -0.01 -0.06
H 4.2621 -3.1247 1.7169 0.03 0.02 0.01
H 2.3565 -4.9735 1.2611 -0.02 -0.02 0.01
H 0.1936 -4.9636 -0.4049 -0.02 0.01 0.01
H -0.0721 -3.4926 -1.4288 0.00 0.07 0.05
H -1.6033 -2.6042 -2.2077 -0.05 0.03 0.04
H -3.6030 -2.4701 -3.5700 0.00 0.00 -0.01
H -5.8133 -3.0700 -2.6248 -0.01 0.01 0.00
H -5.9798 -3.8090 -0.2715 -0.01 0.00 0.00
H -3.9698 -3.9753 1.1214 0.00 -0.01 0.00
H -2.1763 -6.0226 0.3023 -0.02 0.01 0.00
H -2.3181 -7.9241 1.8576 0.01 -0.01 0.00
H -1.6230 -7.6564 4.2129 -0.01 -0.01 0.00
H -0.7971 -5.4757 5.0241 0.00 0.00 0.01
H -0.6672 -3.5549 3.4778 0.01 0.01 -0.01
O -0.8312 -0.6287 -3.4094 0.04 -0.01 -0.16
C -1.4355 0.4755 -4.1006 -0.06 0.06 -0.06
C -0.4045 1.3525 -4.7877 0.00 -0.04 0.03
C 0.5913 1.9821 -3.8080 0.03 0.01 -0.02
C -0.0464 3.0122 -2.9197 0.10 0.06 -0.01
C -0.1447 4.3431 -3.3096 0.02 -0.01 0.00
C -0.7369 5.2596 -2.4566 -0.01 -0.01 0.06
C -1.2272 4.8212 -1.2349 0.00 0.01 -0.07
C -1.1085 3.4787 -0.9294 -0.10 -0.05 -0.08
N -0.5285 2.5935 -1.7449 -0.08 -0.02 0.10
H -0.3038 -1.1250 -4.0458 0.02 -0.03 -0.02
H -1.9700 1.0352 -3.3305 -0.02 0.01 -0.05
H -2.1708 0.1082 -4.8200 0.01 -0.01 0.00
H -0.9254 2.1309 -5.3509 0.00 0.00 0.00
H 0.1446 0.7541 -5.5210 -0.02 -0.01 -0.02
H 1.4098 2.4400 -4.3646 -0.02 0.00 -0.02
H 1.0219 1.1965 -3.1821 0.05 0.02 -0.01
H 0.2497 4.6517 -4.2688 0.01 0.00 0.00
H -0.8087 6.3018 -2.7376 -0.01 0.01 -0.01
H -1.6920 5.4986 -0.5328 -0.01 0.01 0.02
H -1.4740 3.0980 0.0188 0.04 0.02 -0.13
C -4.0413 0.9645 -0.9200 -0.04 0.00 0.01
O -3.1977 0.4579 0.1041 0.04 0.00 0.00
C -3.4063 1.1172 1.3444 0.08 0.08 0.00
C -2.5740 0.4573 2.4086 -0.05 -0.01 -0.10
O -1.2006 0.7330 2.1811 -0.10 -0.11 0.06
C -0.4025 0.1169 3.1786 0.04 0.11 0.05
H -5.0930 0.8420 -0.6476 0.01 0.00 -0.01
H -3.8415 0.3888 -1.8217 0.00 -0.03 -0.01
H -3.8419 2.0250 -1.1062 0.00 0.01 -0.01
H -4.4636 1.0747 1.6286 0.00 -0.06 -0.05
H -3.1189 2.1737 1.2543 -0.05 0.01 0.05
H -2.7291 -0.6285 2.3956 -0.10 -0.02 0.00
H -2.8807 0.8381 3.3901 0.04 0.01 0.01
H -0.6997 0.4544 4.1772 -0.01 -0.02 -0.01
H 0.6256 0.4143 3.0067 0.07 0.00 -0.01
H -0.4889 -0.9728 3.1298 -0.02 -0.06 -0.02
C -0.1223 5.8578 2.8834 -0.02 0.03 0.06
Te -0.1699 3.7444 2.5620 0.12 0.05 -0.01
C -1.7332 3.7314 4.0173 -0.01 -0.02 0.05
C -1.6541 5.0698 4.7118 0.01 0.00 0.00
C -2.3590 5.2921 5.8917 -0.01 0.01 0.00
C -2.2927 6.5183 6.5299 0.00 0.00 -0.01
C -1.5187 7.5372 5.9897 0.00 -0.01 0.01
C -0.8180 7.3229 4.8157 -0.01 0.01 -0.02
C -0.8787 6.0915 4.1687 -0.01 -0.03 0.02
H -0.6025 6.3577 2.0431 0.01 0.02 0.00
H 0.9050 6.2099 2.9503 0.01 -0.03 0.01
H -1.5775 2.9116 4.7170 0.01 0.00 0.00
H -2.6956 3.5912 3.5244 0.00 0.01 0.00
H -2.9606 4.4967 6.3147 0.00 -0.01 0.00
H -2.8381 6.6793 7.4496 -0.01 0.00 0.01
H -1.4571 8.4948 6.4882 0.00 0.01 0.00
H -0.2149 8.1178 4.3945 0.02 0.01 0.00
```
Positions in Å, forces in eV/Å.

Results of the Mulliken charge analysis, in e, for atoms 1 through 5:
1 Tl 1.490
2 C -0.940
3 P 1.559
4 C -0.177
5 C -0.089